(1)
This record from OMol25 describes a 2-piece molecular cluster, C5H8NO3 overall. The level of theory is wB97M-V/def2-TZVPD.

The geometry in XYZ format:
```
17
Properties=species:S:1:pos:R:3:mulliken_charge:R:1
C 0.30 -2.49 0.65 -0.39
C -0.02 -0.38 0.40 0.04
C 0.23 -2.30 -0.70 -0.07
C 0.06 0.20 -1.66 -0.60
C -0.01 1.04 -0.38 0.44
N 0.04 -0.97 -0.81 0.23
O -0.81 2.04 1.57 -0.61
O 0.16 -1.31 1.30 -0.32
O 1.07 1.81 -0.14 -0.51
H 0.45 -3.39 1.21 0.43
H 0.30 -2.96 -1.54 0.45
H -1.32 2.70 2.06 0.29
H -0.80 0.30 -2.33 0.30
H 1.00 0.33 -2.21 0.29
H -0.53 1.42 2.26 0.28
H -0.98 1.53 -0.28 0.34
H 0.87 2.42 0.60 0.42
```

Output
* charge: +1
* spin multiplicity: 1
* HOMO-LUMO gap: 0.4073 hartree
* molar mass: 130.1 g mol⁻¹
* energy above the lowest of the compared OMol25 structures with the same formula, charge and spin: 26.4 kcal per mole
* DFT total energy: -12937.9125 eV
* highest occupied orbital energy: -14.5 eV
* LUMO: -3.45 eV

---

(2)
This record from OMol25 describes C19H48N4O13PVY as an isolated structure. The level of theory is wB97M-V/def2-TZVPD.

The geometry in XYZ format:
```
87
Properties=species:S:1:pos:R:3:mulliken_charge:R:1
C 2.05 2.10 1.38 -1.16
C 1.45 3.10 2.36 -0.01
C 0.54 4.04 1.67 -0.32
O -0.02 4.97 2.60 -0.43
C 0.76 5.86 3.34 -0.76
N 0.73 2.25 3.39 0.20
H 0.57 2.87 4.17 0.44
H -0.05 1.87 2.88 0.19
H 1.20 1.41 3.67 0.16
H 2.67 2.60 0.64 0.50
H 1.30 1.43 0.97 -0.17
H 2.73 1.41 1.87 0.44
H 2.19 3.54 3.02 0.48
H -0.28 3.55 1.13 0.05
H 1.05 4.67 0.95 0.46
H 0.06 6.06 4.15 0.28
H 0.83 6.83 2.86 0.32
H 1.73 5.55 3.73 0.34
Y -1.67 -1.16 5.24 1.65
O 1.95 -0.88 1.78 -0.33
V 1.43 -1.63 3.09 1.33
O 0.82 -3.04 2.70 -0.68
P 1.14 -0.52 5.65 1.13
O 2.22 -0.53 6.75 -0.64
O 1.87 -0.06 4.36 -0.87
O -0.22 0.28 5.91 -0.68
O 0.48 -1.79 5.16 -0.68
C -1.52 -1.23 0.45 -1.09
C -1.41 -0.28 1.61 0.06
O -1.01 -0.76 2.86 0.02
H -1.84 -0.58 -0.36 0.29
H -2.37 -1.91 0.53 0.56
H -0.53 -1.58 0.13 0.31
H -2.28 0.38 1.60 0.44
H -0.71 0.44 1.18 -0.82
C 4.38 -0.17 -3.99 -0.79
O 4.42 0.20 -2.67 -0.34
C 3.82 1.51 -2.44 -0.80
C 2.27 1.43 -2.25 -0.16
O 1.91 0.63 -1.12 0.20
C 2.30 -0.76 -1.30 -0.74
H 4.81 -1.16 -4.13 0.26
H 5.17 0.38 -4.51 0.35
H 3.42 -0.08 -4.50 0.31
H 4.17 2.32 -3.07 0.48
H 4.16 1.70 -1.42 0.20
H 1.80 0.95 -3.10 0.43
H 1.87 2.44 -2.12 -0.08
H 2.04 -1.25 -2.23 0.24
H 1.72 -1.33 -0.57 0.02
H 3.30 -0.89 -0.88 0.40
C -0.65 -1.22 -4.39 0.01
O 0.54 -1.22 -4.07 -0.55
N -1.69 -1.87 -3.76 0.19
C -1.47 -2.76 -2.60 -0.87
C -3.07 -1.81 -4.27 -1.02
H -1.13 -0.87 -5.32 0.39
H -1.18 -3.75 -2.94 0.47
H -2.32 -3.13 -2.02 0.39
H -0.86 -2.22 -1.88 -0.07
H -3.45 -2.80 -4.54 0.34
H -3.70 -1.36 -3.50 0.33
H -3.22 -1.10 -5.08 0.37
C -1.33 -5.93 2.76 0.33
O -0.92 -6.97 3.24 -0.34
N -2.05 -5.90 1.54 0.23
C -2.60 -4.64 1.12 -0.28
C -2.28 -7.00 0.61 -0.74
H -1.30 -4.90 3.16 0.23
H -2.55 -4.69 0.03 0.15
H -2.22 -3.70 1.51 -0.08
H -3.63 -4.79 1.42 0.39
H -1.47 -7.73 0.69 0.37
H -3.20 -7.58 0.71 0.37
H -2.31 -6.79 -0.46 0.32
C -2.99 4.00 -2.59 0.10
O -4.11 3.71 -2.15 -0.57
N -1.85 3.45 -2.06 0.16
C -0.42 3.86 -2.51 -0.85
C -1.84 2.28 -1.22 -0.86
H -2.75 4.54 -3.52 0.31
H 0.28 3.87 -1.67 0.13
H -0.33 4.83 -3.00 0.47
H 0.19 3.32 -3.24 0.40
H -0.95 1.70 -1.48 0.20
H -1.91 2.37 -0.14 0.10
H -2.66 1.62 -1.53 0.50
```

Output
* charge: +2
* spin multiplicity: 2
* HOMO-LUMO gap (spin up / spin down): 0.1639 / 0.0740 hartree
* molar mass: 711.4 g mol⁻¹
* DFT total energy: -89060.6285 eV
* highest occupied orbital energy (spin up / spin down): -12.5 / -12.5 eV
* LUMO (spin up / spin down): -8.05 / -10.50 eV

---

(3)
This record from OMol25 describes C3H2LaO2 as an isolated structure. The level of theory is wB97M-V/def2-TZVPD.

The geometry in XYZ format:
```
8
Properties=species:S:1:pos:R:3:mulliken_charge:R:1
H 0.49 3.78 -2.04 0.40
O -0.37 -3.80 2.40 -0.28
H -1.27 -3.84 2.76 0.37
C 0.16 2.85 -1.59 0.41
C -0.34 1.81 -1.19 -1.15
O -1.01 -2.00 1.29 -0.50
C -0.16 -2.75 1.72 0.60
La -1.62 -0.45 -0.71 2.16
```

Output
* charge: +2
* spin multiplicity: 2
* HOMO-LUMO gap (spin up / spin down): 0.2518 / 0.2497 hartree
* molar mass: 209.0 g mol⁻¹
* energy above the lowest of the compared OMol25 structures with the same formula, charge and spin: 21.1 kcal per mole
* DFT total energy: -8074.7879 eV
* highest occupied orbital energy (spin up / spin down): -17.3 / -17.3 eV
* LUMO (spin up / spin down): -10.46 / -10.52 eV

---

(4)
This record from OMol25 describes C44H52As2IN8O3S2Tl as an isolated structure. The level of theory is wB97M-V/def2-TZVPD.

The geometry in XYZ format:
```
113
Properties=species:S:1:pos:R:3:mulliken_charge:R:1
Tl -0.11 -0.06 0.14 0.62
C -1.83 -6.81 2.53 -1.65
C -1.64 -5.33 2.34 0.76
C -1.40 -4.49 3.37 -1.14
C -1.24 -3.07 3.21 0.38
C -1.10 -2.28 4.30 -1.18
N -1.17 -0.91 4.24 0.15
C -0.29 -0.07 4.99 -0.64
C -0.82 1.36 4.98 -0.62
C -0.47 2.17 3.73 -0.28
N -1.01 3.52 3.88 -0.01
C -2.32 3.82 3.84 -0.86
C -3.31 3.34 3.01 0.55
C -4.67 3.57 3.42 -0.88
C -5.71 3.17 2.66 0.64
C -7.14 3.36 3.08 -1.63
C -5.43 2.61 1.37 -0.63
C -4.19 2.47 0.84 0.16
C -4.14 2.25 -0.65 -0.45
N -2.88 1.90 -1.38 0.76
C -3.14 0.99 -2.49 -0.77
C -3.37 -0.46 -2.06 -0.37
C -2.23 -1.47 -2.33 -0.91
N -1.62 -1.84 -1.07 0.60
C -1.88 -2.99 -0.60 -1.47
C -1.57 -3.46 0.75 0.91
C -1.78 -4.76 1.02 -0.57
C -1.17 -2.46 1.81 1.48
O -1.74 -1.25 1.68 -0.98
C -3.01 2.79 1.67 0.91
O -1.86 2.70 1.26 -0.82
H -1.84 -7.07 3.58 0.35
H -1.03 -7.38 2.04 0.29
H -2.78 -7.15 2.09 0.33
H -1.38 -4.88 4.39 0.23
H -0.97 -2.71 5.29 0.24
H -1.38 -0.64 3.26 0.01
H 0.74 -0.10 4.60 0.15
H -0.24 -0.43 6.03 0.52
H -0.43 1.91 5.85 0.38
H -1.91 1.31 5.07 0.28
H -0.85 1.74 2.81 -0.22
H 0.61 2.25 3.63 0.41
H -0.44 4.14 4.43 0.34
H -2.62 4.58 4.57 0.34
H -4.84 4.04 4.38 0.26
H -7.21 3.77 4.08 0.36
H -7.68 2.40 3.07 0.34
H -7.66 4.03 2.39 0.33
H -6.28 2.37 0.74 0.34
H -5.00 1.64 -0.95 0.57
H -2.27 1.06 -3.15 0.22
H -4.00 1.36 -3.08 0.32
H -4.27 -0.83 -2.56 0.43
H -3.57 -0.48 -0.98 0.33
H -1.46 -1.02 -2.97 0.07
H -2.63 -2.35 -2.84 0.39
H -2.44 -3.71 -1.22 0.06
H -2.04 -5.43 0.20 0.29
C 4.96 -1.35 1.39 -1.44
As 3.55 -0.92 0.08 1.08
C 3.40 -2.80 -0.51 -2.07
C 4.80 -0.21 -1.31 -0.32
C 5.78 -1.02 -1.88 -0.44
C 6.62 -0.54 -2.88 -0.90
C 6.47 0.77 -3.32 -0.75
C 5.51 1.58 -2.75 -0.17
C 4.68 1.12 -1.73 0.27
As 3.30 2.27 -0.95 1.06
C 3.91 4.01 -1.63 -1.43
C 4.17 2.53 0.81 -1.22
H 5.77 -1.92 0.92 0.36
H 4.52 -1.93 2.19 0.39
H 5.37 -0.43 1.79 0.40
H 4.36 -3.14 -0.90 0.69
H 1.33 -2.93 -0.89 -1.77
H 3.20 -3.33 0.43 0.73
H 5.89 -2.05 -1.57 0.22
H 7.37 -1.19 -3.31 0.39
H 7.11 1.15 -4.11 0.36
H 5.39 2.59 -3.12 0.34
H 3.64 4.12 -2.68 0.35
H 4.98 4.15 -1.49 0.38
H 3.38 4.77 -1.05 0.43
H 5.24 2.73 0.69 0.32
H 4.03 1.65 1.44 0.23
H 3.69 3.38 1.29 0.47
S 0.78 -2.40 1.50 -0.47
C 2.25 -3.18 -1.46 3.04
C 2.33 -4.66 -1.63 -0.83
C 2.67 -5.24 -2.79 -0.66
C 2.94 -4.41 -3.95 -0.38
C 2.75 -3.08 -3.94 -1.10
C 2.25 -2.41 -2.75 -0.31
S 1.65 -0.89 -2.82 0.60
H 2.13 -5.24 -0.74 0.46
H 2.75 -6.31 -2.87 0.39
H 3.29 -4.89 -4.86 0.39
H 2.91 -2.47 -4.82 0.49
N 0.51 2.92 -3.85 -0.33
C 1.49 2.13 -4.34 0.45
O 2.60 2.06 -3.85 -0.39
C 1.09 1.24 -5.51 -0.75
I 2.49 1.40 -7.11 -0.04
H 0.61 3.24 -2.90 0.20
H -0.45 2.81 -4.15 0.20
H 0.11 1.47 -5.92 0.47
H 1.14 0.21 -5.17 0.14
N -4.37 6.69 -2.64 -0.74
C -4.51 5.71 -2.03 0.62
N -4.80 4.64 -1.32 -0.79
C -4.00 3.57 -1.38 0.29
N -2.87 3.27 -1.96 -0.92
```

Output
* charge: -2
* spin multiplicity: 1
* HOMO-LUMO gap: 0.1711 hartree
* molar mass: 1286.2 g mol⁻¹
* energy above the lowest of the compared OMol25 structures with the same formula, charge and spin: 75.8 kcal per mole
* DFT total energy: -220674.1621 eV
* highest occupied orbital energy: -1.5 eV
* LUMO: 3.20 eV

---

(5)
This record from OMol25 describes the molecule C22H25N3O7S. The level of theory is wB97M-V/def2-TZVPD.

The geometry in XYZ format:
```
58
Properties=species:S:1:pos:R:3:mulliken_charge:R:1
C 4.50 -0.49 -2.28 -1.58
C 4.29 -0.06 -0.84 0.34
O 4.03 -1.21 -0.04 -0.32
C 4.76 -1.40 1.07 0.68
O 5.67 -0.72 1.43 -0.60
C 4.23 -2.60 1.85 -0.66
N 3.40 -3.49 1.08 -0.18
C 2.13 -3.12 0.74 0.74
O 1.64 -2.08 1.16 -0.70
C 1.40 -4.06 -0.14 0.17
C 0.42 -3.53 -0.98 -0.51
C -0.29 -4.35 -1.83 -0.64
C -0.04 -5.71 -1.84 -0.42
C 0.92 -6.25 -1.00 -0.73
C 1.64 -5.43 -0.15 -0.29
C 3.13 0.96 -0.77 0.49
O 3.24 2.01 -1.35 -0.68
N 2.06 0.55 -0.05 0.17
C 0.88 1.25 0.19 0.82
C -0.11 0.59 0.93 -0.82
C -1.31 1.22 1.20 -0.81
C -1.52 2.51 0.74 -0.27
S -3.08 3.29 1.09 1.43
O -3.07 4.64 0.62 -0.72
O -3.46 3.04 2.45 -0.75
N -4.10 2.34 0.12 0.03
C -3.94 2.62 -1.29 -0.41
C -4.77 1.61 -2.08 -0.72
O -6.13 1.65 -1.70 -0.38
C -6.28 1.40 -0.32 -0.62
C -5.50 2.41 0.51 -0.55
C -0.55 3.18 0.02 -0.42
C 0.65 2.55 -0.26 -0.54
H 3.64 -1.06 -2.62 0.36
H 4.60 0.40 -2.90 0.42
H 5.40 -1.09 -2.38 0.38
H 5.19 0.45 -0.45 0.42
H 3.63 -2.19 2.67 0.24
H 5.07 -3.15 2.28 0.46
H 3.84 -4.23 0.57 0.30
H 0.24 -2.46 -0.96 0.42
H -1.04 -3.93 -2.48 0.42
H -0.60 -6.36 -2.50 0.39
H 1.10 -7.32 -0.99 0.40
H 2.36 -5.86 0.52 0.48
H 2.09 -0.38 0.37 -0.06
H 0.08 -0.41 1.28 0.51
H -2.08 0.74 1.78 0.44
H -2.88 2.53 -1.54 0.37
H -4.27 3.65 -1.52 0.29
H -4.75 1.84 -3.15 0.35
H -4.37 0.60 -1.91 0.34
H -7.35 1.47 -0.12 0.36
H -5.92 0.38 -0.09 0.33
H -5.55 2.18 1.57 0.43
H -5.90 3.42 0.33 0.33
H -0.75 4.18 -0.31 0.51
H 1.42 3.06 -0.83 0.58
```

Output
* charge: 0
* spin multiplicity: 1
* HOMO-LUMO gap: 0.3288 hartree
* molar mass: 475.5 g mol⁻¹
* energy above the lowest of the compared OMol25 structures with the same formula, charge and spin: 0.0 kcal per mole
* DFT total energy: -52858.8807 eV
* highest occupied orbital energy: -8.9 eV
* SMILES: C[C@H](OC(=O)CNC(=O)c1ccccc1)C(=O)Nc1ccc(S(=O)(=O)N2CCOCC2)cc1
* LUMO: 0.09 eV

---

(6)
This record from OMol25 describes the molecule C4H8FNS2. The level of theory is wB97M-V/def2-TZVPD.

The geometry in XYZ format:
```
16
Properties=species:S:1:pos:R:3:mulliken_charge:R:1
C -0.08 -1.86 -2.59 -0.72
S -0.60 -0.02 -2.43 0.01
N -0.60 0.17 -0.70 -0.36
C 0.29 0.05 0.24 0.16
S 1.75 -0.39 0.12 -0.40
C -0.28 0.41 1.60 0.40
C 0.65 1.64 2.02 -1.08
F -1.64 0.57 1.58 -0.33
H 1.20 -1.95 -2.51 0.26
H -0.60 -2.05 -3.68 0.30
H -0.82 -2.29 -1.74 0.24
H -1.57 0.32 -0.59 0.33
H 0.00 -0.57 2.17 0.24
H 1.68 1.28 2.24 0.38
H 0.56 2.53 1.33 0.29
H 0.04 2.18 2.93 0.28
```

Output
* charge: 0
* spin multiplicity: 1
* HOMO-LUMO gap: 0.3350 hartree
* molar mass: 153.2 g mol⁻¹
* energy above the lowest of the compared OMol25 structures with the same formula, charge and spin: 66.6 kcal per mole
* DFT total energy: -30152.7517 eV
* highest occupied orbital energy: -8.6 eV
* SMILES: CSNC(=S)[C@@H](C)F
* LUMO: 0.50 eV

---

(7)
This record from OMol25 describes C24H17CuF5N4OS as an isolated structure. The level of theory is wB97M-V/def2-TZVPD.

The geometry in XYZ format:
```
53
Properties=species:S:1:pos:R:3:mulliken_charge:R:1
Cu 0.26 -0.13 -0.07 -0.76
C 1.31 1.66 5.27 -0.42
C 0.57 0.49 5.48 -0.63
C 0.11 -0.24 4.41 -0.35
C 0.37 0.19 3.11 0.28
C 1.08 1.36 2.89 -0.11
C 1.55 2.09 3.97 -0.99
N -0.14 -0.50 1.96 0.69
N -0.77 -1.53 2.18 -0.46
C -1.33 -2.10 1.00 0.77
C -2.16 -3.20 1.15 -0.57
C -2.75 -3.77 0.03 -0.52
C -2.50 -3.23 -1.23 -0.61
C -1.67 -2.11 -1.36 0.04
C -1.04 -1.55 -0.25 0.13
H 1.68 2.22 6.11 0.40
H 0.37 0.16 6.49 0.39
H -0.46 -1.15 4.56 0.45
H 1.28 1.68 1.87 0.45
H 2.12 2.99 3.80 0.42
H -2.35 -3.59 2.15 0.44
H -3.39 -4.64 0.13 0.38
H -2.94 -3.68 -2.11 0.42
H -1.48 -1.70 -2.35 0.47
C -5.22 -0.43 0.65 -1.30
C -4.18 0.56 1.05 0.90
C -4.13 1.21 2.24 -0.96
C -3.06 2.10 2.46 1.08
N -2.12 2.32 1.55 -0.37
C -2.16 1.68 0.37 -0.08
S -0.98 1.87 -0.84 -0.42
N -3.20 0.82 0.15 0.08
C -2.92 2.83 3.75 -1.12
H -5.93 -0.59 1.47 0.38
H -4.75 -1.38 0.40 0.23
H -5.77 -0.08 -0.23 0.34
H -4.88 1.04 3.00 0.35
H -3.18 0.33 -0.73 0.29
H -3.72 2.60 4.45 0.36
H -2.90 3.91 3.56 0.33
H -1.95 2.58 4.20 0.17
F 6.66 -0.47 -2.68 -0.32
C 5.51 -0.19 -2.05 0.64
C 4.31 -0.24 -2.73 -0.01
F 4.30 -0.55 -4.03 -0.31
C 3.13 0.03 -2.07 0.42
F 1.98 -0.03 -2.76 -0.31
C 3.08 0.36 -0.72 0.34
O 1.96 0.66 -0.10 -0.63
C 4.32 0.40 -0.07 0.25
F 4.34 0.70 1.24 -0.30
C 5.50 0.13 -0.71 -0.05
F 6.65 0.16 -0.03 -0.30
```

Output
* charge: 0
* spin multiplicity: 2
* HOMO-LUMO gap (spin up / spin down): 0.2467 / 0.2363 hartree
* molar mass: 568.0 g mol⁻¹
* energy above the lowest of the compared OMol25 structures with the same formula, charge and spin: 5.7 kcal per mole
* DFT total energy: -102232.1713 eV
* highest occupied orbital energy (spin up / spin down): -7.7 / -7.6 eV
* LUMO (spin up / spin down): -0.94 / -1.20 eV

---

(8)
This record from OMol25 describes a 3-piece molecular cluster, H6O3 overall. The level of theory is wB97M-V/def2-TZVPD.

The geometry in XYZ format:
```
9
Properties=species:S:1:pos:R:3:mulliken_charge:R:1
O -12.66 -0.25 -6.61 -0.64
H -11.99 -0.88 -6.90 0.32
H -12.27 0.61 -6.47 0.32
O 3.98 2.78 4.49 -0.64
H 4.40 3.64 4.67 0.32
H 3.99 2.34 5.35 0.32
O 8.47 -2.69 2.00 -0.64
H 8.25 -1.76 1.87 0.32
H 9.30 -2.63 2.49 0.32
```

Output
* charge: 0
* spin multiplicity: 1
* HOMO-LUMO gap: 0.4620 hartree
* molar mass: 54.0 g mol⁻¹
* energy above the lowest of the compared OMol25 structures with the same formula, charge and spin: 15.9 kcal per mole
* DFT total energy: -6239.5657 eV
* highest occupied orbital energy: -11.6 eV
* SMILES: O.O.O
* LUMO: 0.98 eV